(1)
89
Properties=species:S:1:pos:R:3 method="wB97M-V/def2-TZVPD" fmax_ev_per_a=11.9 energy_ev=-101005.3116 orbital_gap_ev=4.66 charge=+3
Ag -6.54 -0.61 4.83
C 0.01 -6.99 1.17
N -1.28 -6.27 1.56
C -1.39 -5.67 2.79
C -2.61 -5.18 3.25
C -3.70 -5.21 2.38
C -3.57 -5.82 1.09
C -2.33 -6.43 0.72
C -4.93 -4.60 2.90
C -5.34 -4.59 4.25
C -6.53 -3.97 4.62
N -7.34 -3.39 3.78
C -7.04 -3.36 2.48
C -5.85 -3.90 2.05
C -8.57 -2.74 4.23
H -0.20 -7.93 0.67
H 0.55 -7.17 2.11
H 0.58 -6.33 0.52
H -0.51 -5.47 3.39
H -2.66 -4.86 4.28
H -4.44 -5.99 0.48
H -2.18 -7.00 -0.18
H -4.69 -4.93 5.04
H -6.82 -3.91 5.66
H -7.70 -2.86 1.78
H -5.59 -3.80 1.00
H -8.54 -1.65 4.36
H -8.78 -3.15 5.22
H -9.35 -2.98 3.52
C -17.26 -2.65 6.17
N -15.81 -2.43 6.16
C -15.29 -1.67 5.16
C -13.93 -1.32 5.19
C -13.19 -1.61 6.34
C -13.74 -2.44 7.33
C -15.08 -2.77 7.22
C -11.79 -1.17 6.47
C -11.36 -0.66 7.67
C -10.05 -0.19 7.79
N -9.20 -0.44 6.78
C -9.57 -1.08 5.63
C -10.86 -1.41 5.46
C -7.77 -0.15 6.99
H -17.65 -2.43 5.17
H -17.70 -1.82 6.72
H -17.47 -3.58 6.69
H -15.86 -1.40 4.28
H -13.47 -0.91 4.30
H -13.12 -2.69 8.18
H -15.56 -3.09 8.13
H -12.09 -0.65 8.46
H -9.64 0.27 8.68
H -8.78 -1.31 4.93
H -11.15 -1.95 4.58
H -7.41 -0.46 7.97
H -7.79 0.94 7.05
H -7.19 -0.55 6.16
C -2.84 4.77 3.72
N -2.82 3.44 4.30
C -1.94 3.05 5.31
C -2.00 1.73 5.83
C -2.84 0.83 5.26
C -3.64 1.17 4.16
C -3.61 2.48 3.75
C -2.86 -0.65 5.73
C -4.06 -1.33 6.02
C -3.98 -2.64 6.42
N -2.79 -3.31 6.51
C -1.59 -2.72 6.26
C -1.63 -1.41 5.92
C -2.88 -4.82 6.73
H -3.80 5.26 3.80
H -2.65 4.63 2.65
H -2.08 5.40 4.18
H -1.30 3.81 5.73
H -1.45 1.34 6.68
H -4.33 0.47 3.73
H -4.24 2.91 2.98
H -5.06 -0.92 5.92
H -4.83 -3.23 6.73
H -0.72 -3.36 6.32
H -0.68 -0.93 5.79
H -3.86 -5.20 7.04
H -2.18 -5.09 7.52
H -2.57 -5.29 5.79
Cl -8.48 -0.10 3.93
Cl -6.65 -2.12 6.52
Cl -5.05 -1.45 3.28
Cl -6.17 1.49 5.31

(2)
90
Properties=species:S:1:pos:R:3 method="wB97M-V/def2-TZVPD" fmax_ev_per_a=3.2 energy_ev=-134835.4618 orbital_gap_ev=6.71 charge=+1 relative_energy_kcal_mol=55.8
Zr -1.14 0.03 0.05
N -3.69 3.50 1.73
C -3.11 2.42 1.19
S -1.45 2.58 0.75
N -3.86 1.36 0.99
N -3.20 0.25 0.59
C -3.79 -0.83 0.22
C -2.86 -2.02 0.08
C -3.56 -3.29 0.50
C -2.87 -4.24 1.13
C -1.51 -4.02 1.52
C -1.04 -2.75 1.48
N -1.74 -1.70 0.98
H -3.14 4.32 1.90
H -4.65 3.45 2.04
H -4.87 -0.94 0.18
H -4.62 -3.35 0.32
H -3.35 -5.17 1.41
H -0.92 -4.82 1.95
H -0.09 -2.49 1.94
C 6.56 1.98 -1.12
C 5.23 1.31 -1.19
C 5.07 0.11 -1.88
C 3.83 -0.50 -1.98
C 2.74 0.10 -1.37
C 2.87 1.29 -0.66
C 4.12 1.88 -0.57
S 1.09 -0.53 -1.52
O 0.72 -1.13 -0.21
O 0.92 -1.40 -2.64
N 0.09 0.71 -1.52
C -0.20 1.38 -2.68
C 0.73 1.65 -3.67
C 0.38 2.44 -4.77
C -0.87 2.98 -4.89
C -1.86 2.68 -3.93
C -3.18 3.16 -4.01
C -4.09 2.74 -3.08
C -3.70 1.84 -2.08
N -2.46 1.40 -1.93
C -1.54 1.83 -2.83
H 7.17 1.71 -1.97
H 7.08 1.66 -0.22
H 6.45 3.06 -1.08
H 5.92 -0.35 -2.36
H 3.68 -1.41 -2.53
H 1.99 1.74 -0.22
H 4.23 2.82 -0.04
H 1.72 1.24 -3.57
H 1.13 2.63 -5.53
H -1.13 3.62 -5.71
H -3.45 3.84 -4.80
H -5.12 3.08 -3.11
H -4.43 1.49 -1.36
C -4.40 -2.33 -2.63
C -2.93 -2.72 -2.56
C -2.78 -4.24 -2.54
C -2.20 -2.07 -1.37
H -4.83 -2.68 -3.57
H -4.51 -1.24 -2.59
H -4.97 -2.78 -1.82
H -2.43 -2.36 -3.46
H -3.28 -4.67 -1.67
H -1.72 -4.51 -2.50
H -3.20 -4.68 -3.44
H -1.94 -1.02 -1.65
H -1.25 -2.62 -1.24
C -0.37 -0.21 4.10
As 0.36 0.31 2.33
C 0.96 2.11 2.94
C 2.16 -0.60 2.41
C 3.03 -0.35 3.59
C 3.99 0.67 3.55
C 4.87 0.85 4.60
C 4.82 0.02 5.71
C 3.87 -0.99 5.76
C 2.98 -1.17 4.72
H 0.40 -0.10 4.88
H -0.73 -1.24 4.08
H -1.21 0.44 4.34
H 1.68 2.01 3.76
H 0.10 2.68 3.28
H 1.42 2.66 2.11
H 2.66 -0.28 1.50
H 1.96 -1.67 2.32
H 4.05 1.30 2.68
H 5.62 1.63 4.55
H 5.52 0.15 6.52
H 3.84 -1.65 6.61
H 2.26 -1.97 4.75

Please write out number 2 again, unchanged.
90
Properties=species:S:1:pos:R:3 method="wB97M-V/def2-TZVPD" fmax_ev_per_a=3.2 energy_ev=-134835.4618 orbital_gap_ev=6.71 charge=+1 relative_energy_kcal_mol=55.8
Zr -1.14 0.03 0.05
N -3.69 3.50 1.73
C -3.11 2.42 1.19
S -1.45 2.58 0.75
N -3.86 1.36 0.99
N -3.20 0.25 0.59
C -3.79 -0.83 0.22
C -2.86 -2.02 0.08
C -3.56 -3.29 0.50
C -2.87 -4.24 1.13
C -1.51 -4.02 1.52
C -1.04 -2.75 1.48
N -1.74 -1.70 0.98
H -3.14 4.32 1.90
H -4.65 3.45 2.04
H -4.87 -0.94 0.18
H -4.62 -3.35 0.32
H -3.35 -5.17 1.41
H -0.92 -4.82 1.95
H -0.09 -2.49 1.94
C 6.56 1.98 -1.12
C 5.23 1.31 -1.19
C 5.07 0.11 -1.88
C 3.83 -0.50 -1.98
C 2.74 0.10 -1.37
C 2.87 1.29 -0.66
C 4.12 1.88 -0.57
S 1.09 -0.53 -1.52
O 0.72 -1.13 -0.21
O 0.92 -1.40 -2.64
N 0.09 0.71 -1.52
C -0.20 1.38 -2.68
C 0.73 1.65 -3.67
C 0.38 2.44 -4.77
C -0.87 2.98 -4.89
C -1.86 2.68 -3.93
C -3.18 3.16 -4.01
C -4.09 2.74 -3.08
C -3.70 1.84 -2.08
N -2.46 1.40 -1.93
C -1.54 1.83 -2.83
H 7.17 1.71 -1.97
H 7.08 1.66 -0.22
H 6.45 3.06 -1.08
H 5.92 -0.35 -2.36
H 3.68 -1.41 -2.53
H 1.99 1.74 -0.22
H 4.23 2.82 -0.04
H 1.72 1.24 -3.57
H 1.13 2.63 -5.53
H -1.13 3.62 -5.71
H -3.45 3.84 -4.80
H -5.12 3.08 -3.11
H -4.43 1.49 -1.36
C -4.40 -2.33 -2.63
C -2.93 -2.72 -2.56
C -2.78 -4.24 -2.54
C -2.20 -2.07 -1.37
H -4.83 -2.68 -3.57
H -4.51 -1.24 -2.59
H -4.97 -2.78 -1.82
H -2.43 -2.36 -3.46
H -3.28 -4.67 -1.67
H -1.72 -4.51 -2.50
H -3.20 -4.68 -3.44
H -1.94 -1.02 -1.65
H -1.25 -2.62 -1.24
C -0.37 -0.21 4.10
As 0.36 0.31 2.33
C 0.96 2.11 2.94
C 2.16 -0.60 2.41
C 3.03 -0.35 3.59
C 3.99 0.67 3.55
C 4.87 0.85 4.60
C 4.82 0.02 5.71
C 3.87 -0.99 5.76
C 2.98 -1.17 4.72
H 0.40 -0.10 4.88
H -0.73 -1.24 4.08
H -1.21 0.44 4.34
H 1.68 2.01 3.76
H 0.10 2.68 3.28
H 1.42 2.66 2.11
H 2.66 -0.28 1.50
H 1.96 -1.67 2.32
H 4.05 1.30 2.68
H 5.62 1.63 4.55
H 5.52 0.15 6.52
H 3.84 -1.65 6.61
H 2.26 -1.97 4.75